# 1
The following is a quantum chemistry calculation of C20H27MnN3S2 as an isolated structure in a non-equilibrium geometry, from the Open Molecules 2025 dataset.

Structure (ORCA input):
```
! wB97M-V def2-TZVPD RIJCOSX def2/J DEFGRID3
* xyz 2 6
Mn -0.761 -0.021 -0.177
S -2.144 2.173 -0.323
S -2.019 -2.277 -0.201
C -3.950 2.257 -0.548
C -1.569 2.359 -2.060
C -1.855 1.129 -2.899
N -1.202 -0.082 -2.314
C -1.809 -1.344 -2.836
C -1.469 -2.520 -1.940
H -0.489 2.563 -2.041
H -2.078 3.232 -2.479
H -1.476 1.273 -3.923
H -2.936 0.950 -2.958
H -1.428 -1.524 -3.854
H -2.895 -1.212 -2.898
H -0.384 -2.688 -1.941
H -1.958 -3.429 -2.302
C -3.826 -2.422 -0.399
H -0.234 -0.072 -2.647
H -4.258 -1.634 -1.025
H -4.235 -2.339 0.616
H -4.070 -3.418 -0.789
H -4.365 2.228 0.467
H -4.350 1.418 -1.125
H -4.220 3.218 -1.004
C 4.293 0.182 -1.884
C 4.354 0.237 -0.542
H 4.251 1.092 -2.496
H 4.314 -0.774 -2.424
H 4.365 1.195 -0.007
H 4.420 -0.673 0.068
C 1.566 -3.403 1.597
C 0.939 -2.647 0.605
N 0.708 -1.328 0.775
C 1.274 -0.686 1.838
C 1.907 -1.393 2.901
C 2.022 -2.790 2.757
C 2.329 -0.638 4.047
C 2.259 0.740 4.069
C 1.767 1.485 2.946
C 1.745 2.891 2.842
C 1.253 3.491 1.690
C 0.713 2.708 0.669
N 0.589 1.371 0.810
C 1.207 0.753 1.859
H 1.654 -4.473 1.429
H 0.600 -3.102 -0.326
H 2.453 -3.385 3.558
H 2.710 -1.185 4.913
H 2.583 1.294 4.954
H 2.107 3.499 3.666
H 1.245 4.570 1.552
H 0.355 3.148 -0.265
*
```

* largest force on an atom: 1.40 eV Å⁻¹
* energy: -78626.7029 eV
* LUMO (alpha / beta): -6.29 / -6.51 eV
* orbital gap (alpha / beta): 8.27 / 8.06 eV

# 2
The following is a quantum chemistry calculation of C20H27N2O2PS2Zn as an isolated structure in a non-equilibrium geometry, from the Open Molecules 2025 dataset.

Structure (ORCA input):
```
! wB97M-V def2-TZVPD RIJCOSX def2/J DEFGRID3
* xyz 0 1
C 3.097 -2.803 -2.678
C 2.823 -1.488 -3.038
C 2.072 -0.614 -2.203
C 1.789 -1.074 -0.906
C 1.723 -2.469 -0.719
C 2.475 -3.325 -1.542
C 1.827 0.769 -2.758
C 0.400 1.356 -3.044
N -0.773 0.547 -3.184
Zn 2.233 -0.146 0.880
C 0.942 -3.113 0.401
P -0.706 -2.390 0.701
H 3.215 -1.101 -3.985
H 2.531 -4.385 -1.269
H 3.761 -3.432 -3.268
H 1.504 -3.114 1.348
H 0.735 -4.165 0.132
H 2.319 1.516 -2.119
H 2.349 0.815 -3.730
H 0.171 2.081 -2.248
C -1.432 -3.312 2.046
C -1.611 -2.708 -0.817
H 0.523 1.940 -3.979
C -0.804 -0.602 -4.042
C -2.047 1.176 -2.924
H -0.618 -0.997 1.035
H -1.063 -0.353 -5.088
H 0.172 -1.096 -4.021
H -1.583 -1.286 -3.660
H -2.434 1.793 -3.762
H -2.803 0.404 -2.713
H -1.957 1.833 -2.041
H -1.985 -3.740 -0.821
H -2.470 -2.034 -0.924
H -0.970 -2.583 -1.700
H -1.343 -4.389 1.861
H -0.914 -3.050 2.975
H -2.488 -3.035 2.125
H -1.037 0.093 1.639
O -2.006 0.226 4.334
S -2.088 1.333 3.412
O -3.364 1.729 2.877
N -0.993 1.000 2.138
C -0.050 1.923 1.883
S 0.911 1.793 0.494
C -0.044 2.942 2.903
C 0.921 3.937 3.146
C 0.802 4.721 4.290
C -0.276 4.536 5.168
C -1.231 3.544 4.940
C -1.084 2.727 3.828
H 1.758 4.043 2.454
H 1.556 5.472 4.510
H -0.355 5.166 6.051
H -2.082 3.391 5.613
*
```

* relative energy (zero: lowest compared OMol25 entry of this formula, charge and spin): 15.7 kcal/mol
* largest force on an atom: 3.13 eV Å⁻¹
* energy: -107625.0192 eV
* LUMO (alpha / beta): -0.44 / -0.09 eV
* orbital gap (alpha / beta): 5.11 / 5.95 eV

# 3
The following is a quantum chemistry calculation of C20H27N2O3PSV as an isolated structure in a non-equilibrium geometry, from the Open Molecules 2025 dataset.

Structure (ORCA input):
```
! wB97M-V def2-TZVPD RIJCOSX def2/J DEFGRID3
* xyz 0 4
C -2.374 3.778 -1.948
C -2.709 3.432 -0.642
C -2.059 2.364 -0.009
C -1.067 1.673 -0.712
C -0.713 2.035 -2.017
C -1.375 3.105 -2.658
C -2.404 2.067 1.434
C -3.032 0.707 1.810
N -2.596 -0.416 0.992
V -0.126 -0.011 0.203
C 0.370 1.227 -2.697
P 0.337 -0.495 -2.074
H -3.464 3.972 -0.060
H -1.111 3.357 -3.691
H -2.915 4.590 -2.417
H 1.381 1.622 -2.446
H 0.251 1.241 -3.791
H -1.542 2.228 2.116
H -3.163 2.807 1.719
H -2.772 0.492 2.855
C 1.841 -1.214 -2.800
C -1.024 -1.257 -3.063
H -4.135 0.774 1.727
C -3.455 -0.552 -0.177
C -2.628 -1.660 1.750
H 0.904 -1.459 -0.231
H -4.489 -0.786 0.153
H -3.461 0.384 -0.752
H -3.080 -1.366 -0.816
H -3.664 -1.916 2.028
H -2.213 -2.463 1.130
H -2.016 -1.552 2.650
H -0.714 -1.394 -4.113
H -1.244 -2.244 -2.640
H -1.946 -0.657 -3.047
H 1.911 -0.981 -3.887
H 2.724 -0.805 -2.288
H 1.830 -2.304 -2.667
H 0.255 -1.748 0.057
O -0.479 0.088 3.535
C 0.666 0.340 3.111
N 0.952 0.474 1.745
S 2.655 0.671 1.394
O 3.112 -0.532 0.741
O 2.905 1.954 0.817
C 3.036 0.651 3.126
C 4.318 0.733 3.671
C 4.429 0.670 5.067
C 3.288 0.510 5.874
C 2.017 0.400 5.299
C 1.901 0.494 3.906
H 5.189 0.844 3.024
H 5.409 0.758 5.539
H 3.389 0.469 6.959
H 1.117 0.247 5.887
*
```

* relative energy (zero: lowest compared OMol25 entry of this formula, charge and spin): 8.0 kcal/mol
* largest force on an atom: 3.44 eV Å⁻¹
* energy: -76109.9068 eV
* LUMO (alpha / beta): 0.26 / 0.14 eV
* orbital gap (alpha / beta): 6.99 / 8.38 eV

# 4
The following is a quantum chemistry calculation of C20H27N2O4SiSr as an isolated structure in a non-equilibrium geometry, from the Open Molecules 2025 dataset.

Structure (ORCA input):
```
! wB97M-V def2-TZVPD RIJCOSX def2/J DEFGRID3
* xyz -1 1
Sr 0.542 -0.661 0.129
O -0.486 1.554 -0.938
C -0.267 2.746 -0.748
C 0.731 3.357 0.098
C 0.727 4.750 0.157
C 1.641 5.408 0.932
C 2.631 4.704 1.645
C 2.676 3.344 1.598
C 1.707 2.590 0.851
O 1.698 1.338 0.830
N 1.588 6.867 1.020
O 2.396 7.426 1.743
O 0.741 7.456 0.370
H -0.893 3.483 -1.284
H 0.000 5.320 -0.410
H 3.349 5.269 2.223
H 3.420 2.783 2.147
C -2.115 3.722 2.765
N -2.110 2.323 3.139
C -2.830 1.533 2.157
C -0.727 1.844 3.310
C -0.662 0.419 3.824
C -0.955 0.239 5.178
C -0.943 -1.025 5.749
C -0.653 -2.117 4.938
C -0.383 -1.917 3.589
C -0.350 -0.653 2.960
H -3.143 4.084 2.689
H -1.612 3.911 1.798
H -1.601 4.311 3.528
H -3.817 1.973 1.991
H -2.951 0.513 2.517
H -2.297 1.479 1.194
H -0.256 2.521 4.029
H -0.187 1.882 2.357
H -1.214 1.102 5.788
H -1.160 -1.157 6.804
H -0.638 -3.118 5.362
H -0.182 -2.808 2.991
C 2.236 -0.181 -1.801
Si 1.485 -1.979 -1.994
C 2.124 -2.881 -3.550
C -0.437 -1.519 -2.124
C 1.602 -2.811 -0.375
H 3.096 -0.045 -2.459
H 2.601 0.012 -0.775
H 1.493 0.590 -2.073
H 1.965 -2.348 -4.492
H 1.630 -3.852 -3.615
H 3.196 -3.053 -3.429
H -0.854 -1.815 -3.087
H -0.596 -0.422 -2.050
H -1.025 -2.051 -1.348
H 2.630 -3.020 -0.058
H 1.028 -3.745 -0.361
*
```

* relative energy (zero: lowest compared OMol25 entry of this formula, charge and spin): 31.7 kcal/mol
* largest force on an atom: 5.18 eV Å⁻¹
* energy: -41060.1131 eV
* LUMO: 2.27 eV
* orbital gap: 6.37 eV

# 5
The following is a quantum chemistry calculation of C20H27N3O3 as an isolated structure in a non-equilibrium geometry, from the Open Molecules 2025 dataset.

Structure (ORCA input):
```
! wB97M-V def2-TZVPD RIJCOSX def2/J DEFGRID3
* xyz 0 1
C -6.271 -2.471 -0.485
H -6.246 -1.620 -1.232
H -7.147 -2.613 -0.197
H -5.915 -3.345 -1.187
C -5.315 -2.356 0.404
C -4.017 -1.923 0.066
O -3.765 -1.965 -0.995
N -3.073 -1.544 0.868
H -3.435 -1.418 1.840
C -1.723 -1.060 0.661
H -1.056 -1.277 1.319
H -1.682 -1.166 -0.479
C -1.697 0.349 0.749
C -2.786 1.268 0.091
C -2.818 1.973 -1.170
C -4.237 2.237 -1.205
C -4.856 1.454 -0.336
O -4.117 0.908 0.543
H -5.842 1.645 -0.279
H -4.571 2.918 -2.016
H -2.004 2.353 -1.666
N -0.554 1.231 0.727
C 0.215 0.802 -0.587
H -0.572 0.681 -1.276
C 1.325 1.862 -1.238
N 2.388 1.783 0.062
C 3.386 0.683 0.067
C 3.853 0.354 1.180
C 4.847 -0.660 1.289
C 5.678 -0.852 0.071
C 5.235 -0.032 -1.193
C 4.087 0.659 -1.226
H 3.874 1.253 -1.979
H 5.733 -0.373 -2.098
O 6.688 -1.721 0.079
C 7.518 -1.667 -1.052
H 6.899 -2.311 -2.058
H 8.266 -2.543 -0.540
H 7.908 -0.896 -1.440
H 5.139 -1.012 2.162
H 3.373 0.216 2.310
C 1.506 2.182 1.548
C 0.417 1.091 1.696
H -0.032 1.335 2.603
H 0.830 0.190 1.776
H 2.532 2.112 2.103
H 1.282 2.990 1.208
H 1.932 1.251 -1.892
H 0.912 2.777 -1.219
H 0.557 -0.239 -0.467
H -1.918 0.783 1.870
H -5.223 -3.001 1.165
H -5.504 -1.273 1.056
*
```

* relative energy (zero: lowest compared OMol25 entry of this formula, charge and spin): 508.2 kcal/mol
* largest force on an atom: 18.26 eV Å⁻¹
* energy: -31772.1269 eV
* LUMO: 0.71 eV
* orbital gap: 7.67 eV

# 6
The following is a quantum chemistry calculation of a single C20H27N3O4 molecule, from the Open Molecules 2025 dataset.

Structure (ORCA input):
```
! wB97M-V def2-TZVPD RIJCOSX def2/J DEFGRID3
* xyz 0 1
C -2.717 -1.141 -7.983
C -2.316 -1.589 -6.610
C -1.575 -2.749 -6.426
C -1.229 -3.167 -5.152
C -1.620 -2.434 -4.048
C -2.361 -1.270 -4.213
C -2.756 -0.462 -3.002
N -1.614 -0.054 -2.227
C -0.564 0.765 -2.784
C 0.453 0.842 -1.638
N 0.047 -0.252 -0.778
C 0.548 -0.415 0.557
C 0.127 0.735 1.482
O -0.444 1.719 1.052
N 0.405 0.586 2.796
C 1.163 -0.472 3.417
C 2.492 0.075 3.945
C 2.232 1.221 4.936
C 1.354 2.291 4.267
C 0.079 1.655 3.718
O 1.611 0.691 6.093
C 2.218 1.281 7.219
C 3.639 1.563 6.725
O 3.454 1.817 5.350
C -1.221 -0.687 -1.087
O -1.852 -1.515 -0.465
C -2.698 -0.857 -5.493
H -2.049 -1.550 -8.738
H -2.709 -0.055 -8.054
H -3.729 -1.483 -8.205
H -1.268 -3.328 -7.285
H -0.653 -4.072 -5.022
H -1.359 -2.757 -3.051
H -3.321 0.428 -3.304
H -3.374 -1.067 -2.331
H -0.136 0.291 -3.679
H -0.953 1.748 -3.065
H 0.384 1.797 -1.106
H 1.482 0.692 -1.980
H 0.114 -1.350 0.924
H 1.640 -0.492 0.528
H 0.587 -0.855 4.266
H 1.344 -1.286 2.720
H 3.045 -0.715 4.453
H 3.101 0.467 3.130
H 1.932 2.751 3.466
H 1.104 3.060 4.999
H -0.506 1.240 4.545
H -0.518 2.392 3.178
H 1.705 2.213 7.493
H 2.168 0.574 8.046
H 4.098 2.439 7.182
H 4.287 0.687 6.865
H -3.271 0.051 -5.625
*
```

* relative energy (zero: lowest compared OMol25 entry of this formula, charge and spin): 34.1 kcal/mol
* largest force on an atom: 0.73 eV Å⁻¹
* energy: -33839.8713 eV
* LUMO: 0.74 eV
* SMILES string: Cc1cccc(CN2CCN(CC(=O)N3CCC4(CC3)OCCO4)C2=O)c1
* orbital gap: 9.26 eV

Repeat the second record exactly.
The following is a quantum chemistry calculation of C20H27N2O2PS2Zn as an isolated structure in a non-equilibrium geometry, from the Open Molecules 2025 dataset.

Structure (ORCA input):
```
! wB97M-V def2-TZVPD RIJCOSX def2/J DEFGRID3
* xyz 0 1
C 3.097 -2.803 -2.678
C 2.823 -1.488 -3.038
C 2.072 -0.614 -2.203
C 1.789 -1.074 -0.906
C 1.723 -2.469 -0.719
C 2.475 -3.325 -1.542
C 1.827 0.769 -2.758
C 0.400 1.356 -3.044
N -0.773 0.547 -3.184
Zn 2.233 -0.146 0.880
C 0.942 -3.113 0.401
P -0.706 -2.390 0.701
H 3.215 -1.101 -3.985
H 2.531 -4.385 -1.269
H 3.761 -3.432 -3.268
H 1.504 -3.114 1.348
H 0.735 -4.165 0.132
H 2.319 1.516 -2.119
H 2.349 0.815 -3.730
H 0.171 2.081 -2.248
C -1.432 -3.312 2.046
C -1.611 -2.708 -0.817
H 0.523 1.940 -3.979
C -0.804 -0.602 -4.042
C -2.047 1.176 -2.924
H -0.618 -0.997 1.035
H -1.063 -0.353 -5.088
H 0.172 -1.096 -4.021
H -1.583 -1.286 -3.660
H -2.434 1.793 -3.762
H -2.803 0.404 -2.713
H -1.957 1.833 -2.041
H -1.985 -3.740 -0.821
H -2.470 -2.034 -0.924
H -0.970 -2.583 -1.700
H -1.343 -4.389 1.861
H -0.914 -3.050 2.975
H -2.488 -3.035 2.125
H -1.037 0.093 1.639
O -2.006 0.226 4.334
S -2.088 1.333 3.412
O -3.364 1.729 2.877
N -0.993 1.000 2.138
C -0.050 1.923 1.883
S 0.911 1.793 0.494
C -0.044 2.942 2.903
C 0.921 3.937 3.146
C 0.802 4.721 4.290
C -0.276 4.536 5.168
C -1.231 3.544 4.940
C -1.084 2.727 3.828
H 1.758 4.043 2.454
H 1.556 5.472 4.510
H -0.355 5.166 6.051
H -2.082 3.391 5.613
*
```

* relative energy (zero: lowest compared OMol25 entry of this formula, charge and spin): 15.7 kcal/mol
* largest force on an atom: 3.13 eV Å⁻¹
* energy: -107625.0192 eV
* LUMO (alpha / beta): -0.44 / -0.09 eV
* orbital gap (alpha / beta): 5.11 / 5.95 eV

What is the formula in the first record?
C20H27MnN3S2